Entry from the OMol25 dataset: C21H26N2O4S in the gas phase (ωB97M-V/def2-TZVPD).

CARTESIAN COORDINATES (ANGSTROEM)
S  -2.10  2.34  -1.18
O  -0.23  3.00  -4.49
O  2.21  -3.05  1.65
O  0.65  -0.57  3.43
O  -2.81  -0.09  -5.53
N  -1.05  1.24  -3.31
N  3.05  -0.98  2.05
C  -1.37  0.66  3.19
C  -3.79  -1.01  -5.65
C  -0.76  2.55  -3.50
C  2.89  -0.73  4.49
C  -3.53  -2.09  -4.87
C  -1.55  0.80  -2.05
C  0.83  1.79  2.81
C  -0.93  -1.01  -0.43
C  1.40  -1.13  4.48
C  0.79  0.49  -1.19
C  0.09  0.72  3.63
C  2.22  -1.86  1.42
C  -0.54  0.07  -1.22
C  -1.18  3.40  -2.32
C  -0.01  -1.64  0.38
C  -1.91  -0.59  -4.67
C  1.31  -1.20  0.44
C  3.66  -1.33  3.31
C  1.70  -0.14  -0.37
C  -0.72  0.24  -4.31
C  -2.30  -1.82  -4.22
H  -4.60  -0.77  -6.31
H  -1.96  -1.34  -0.45
H  3.33  -1.08  5.43
H  4.70  -0.97  3.33
H  0.08  -0.41  -3.94
H  0.34  2.75  2.93
H  -4.13  -2.97  -4.77
H  1.87  1.89  3.14
H  -1.78  -2.45  -3.53
H  -0.36  0.80  -5.19
H  2.96  0.36  4.47
H  -0.30  3.81  -1.82
H  1.11  1.31  -1.82
H  3.65  -2.42  3.38
H  -1.81  4.22  -2.65
H  -1.43  0.42  2.13
H  -0.30  -2.48  1.00
H  -1.90  -0.11  3.75
H  0.14  0.98  4.69
H  0.81  1.51  1.76
H  0.95  -0.88  5.45
H  1.33  -2.21  4.32
H  2.86  0.00  1.92
H  2.73  0.19  -0.37
H  -1.86  1.62  3.36
H  -2.45  0.18  -2.18

Output
SMILES: CC(C)OCCCNC(=O)c1ccc([C@H]2SCC(=O)N2Cc2ccco2)cc1
E_tot: -44204.8714 eV
Energy above the lowest of the compared OMol25 structures with the same formula, charge and spin: 28.04 kJ/mol
Gap between HOMO and LUMO: 9.4 eV
LUMO level: 0.59 eV

---

Entry from the OMol25 dataset: C21H26N2O6S in the gas phase in a non-equilibrium geometry (ωB97M-V/def2-TZVPD).

CARTESIAN COORDINATES (ANGSTROEM)
S  -3.28  2.45  0.71
O  -2.68  2.81  1.95
O  -4.38  3.23  0.24
O  -4.74  -3.25  0.39
O  -6.24  -1.50  -0.77
O  7.22  -0.80  -0.78
O  3.12  -0.56  1.55
N  3.53  -0.57  -0.67
N  -2.11  2.49  -0.53
C  -5.17  -1.00  -0.10
C  -2.70  2.50  -1.85
C  4.83  -1.17  -0.57
C  -4.35  -1.96  0.54
C  7.46  0.80  0.90
C  5.97  -0.14  -0.75
C  -3.73  0.72  0.71
C  -7.13  -0.59  -1.38
C  0.75  0.20  -1.04
C  2.77  -0.27  0.42
C  -2.92  -0.19  1.34
C  7.86  -0.61  0.47
C  -0.92  1.78  -0.32
C  1.00  1.33  1.06
C  -3.23  -1.54  1.26
C  1.49  0.43  0.12
C  -0.18  2.01  0.84
C  6.01  0.88  0.41
C  -4.84  0.34  -0.01
C  -3.99  -4.26  1.03
C  -0.44  0.86  -1.25
H  4.90  -1.63  0.42
H  -3.97  -4.13  2.11
H  -6.63  -0.02  -2.17
H  5.85  0.35  -1.72
H  1.57  1.50  1.96
H  -1.00  0.64  -2.15
H  3.26  -0.18  -1.57
H  -4.49  -5.19  0.78
H  -1.95  2.82  -2.57
H  8.08  1.54  0.38
H  -2.96  -4.29  0.65
H  8.93  -0.74  0.31
H  -7.56  0.10  -0.65
H  -3.10  1.52  -2.14
H  -7.92  -1.20  -1.81
H  -2.60  -2.26  1.75
H  5.32  0.57  1.19
H  -0.55  2.72  1.56
H  7.51  -1.35  1.20
H  4.94  -1.95  -1.33
H  -2.06  0.14  1.90
H  1.09  -0.53  -1.76
H  -5.44  1.11  -0.47
H  -3.51  3.22  -1.82
H  5.74  1.88  0.08
H  7.55  0.95  1.97

Output
SMILES: COc1ccc(S(=O)(=O)N(C)c2ccc(C(=O)NC[C@H]3CCCO3)cc2)cc1OC
E_tot: -48298.4903 eV
Energy above the lowest of the compared OMol25 structures with the same formula, charge and spin: 174.73 kJ/mol
Gap between HOMO and LUMO: 9.1 eV
LUMO level: 0.51 eV

---

Entry from the OMol25 dataset: C21H26N4O3S in the gas phase in a non-equilibrium geometry (ωB97M-V/def2-TZVPD).

CARTESIAN COORDINATES (ANGSTROEM)
S  0.28  -3.07  6.77
O  0.05  -4.21  7.60
O  -0.80  3.69  -1.53
O  0.33  -1.77  7.37
N  -0.72  1.35  1.05
N  1.49  -0.18  -5.61
N  -0.95  1.94  -0.14
N  -0.92  -3.13  5.62
C  2.76  -0.84  -5.44
C  0.71  0.10  -4.52
C  -1.01  -2.31  4.50
C  0.26  3.86  0.64
C  1.17  -0.12  -3.21
C  0.70  5.26  0.24
C  -1.28  0.20  1.09
C  -1.34  0.96  -3.56
C  -1.72  -2.73  3.38
C  -1.82  -1.92  2.27
C  -0.40  -1.06  4.50
C  0.39  0.19  -2.12
C  -2.03  -0.14  -0.18
C  -0.50  -0.25  3.38
C  -1.20  -0.67  2.25
C  -0.53  3.19  -0.46
C  -0.88  0.74  -2.27
C  1.80  -3.33  5.81
C  0.94  -0.09  -6.94
C  -0.57  0.65  -4.66
C  -1.72  1.08  -1.07
H  2.63  -3.19  6.49
H  -2.32  1.40  -3.71
H  -1.66  -1.07  -0.63
H  -2.37  -2.26  1.41
H  1.78  -4.34  5.43
H  2.14  -0.54  -3.04
H  1.27  5.73  1.04
H  3.42  -0.24  -4.81
H  -3.10  -0.25  0.01
H  -0.03  0.72  3.37
H  1.13  3.23  0.87
H  1.31  5.22  -0.66
H  -0.98  0.84  -5.64
H  0.07  -0.75  -7.06
H  -2.61  1.62  -1.38
H  1.83  -2.60  5.01
H  3.25  -0.95  -6.41
H  2.66  -1.83  -4.99
H  0.78  0.01  -1.13
H  -0.36  3.89  1.54
H  -0.17  5.88  0.03
H  0.11  -0.72  5.38
H  1.69  -0.38  -7.67
H  0.63  0.94  -7.16
H  -1.37  -4.03  5.56
H  -2.20  -3.70  3.38

Output
SMILES: CCC(=O)N1N=C(c2ccc(NS(C)(=O)=O)cc2)C[C@@H]1c1ccc(N(C)C)cc1
E_tot: -45136.8639 eV
Energy above the lowest of the compared OMol25 structures with the same formula, charge and spin: 232.88 kJ/mol
Gap between HOMO and LUMO: 7.8 eV
LUMO level: 0.33 eV

---

Entry from the OMol25 dataset: a molecular structure, C21H26N4O4RhS in a non-equilibrium geometry (ωB97M-V/def2-TZVPD).

CARTESIAN COORDINATES (ANGSTROEM)
Rh  0.00  0.01  0.02
S  -0.68  1.32  1.87
O  -0.53  -2.04  0.81
O  1.97  0.27  0.73
O  0.31  1.55  -1.63
O  -1.47  -1.01  -1.31
N  0.40  2.40  4.01
N  1.91  1.20  2.82
N  -1.22  -2.77  0.06
N  -1.67  -2.26  -1.02
C  -3.75  -4.66  -3.71
C  -0.03  3.65  -2.64
C  4.65  0.60  3.14
C  -3.54  -5.10  -2.41
C  -0.91  2.95  4.28
C  -1.76  1.99  5.11
C  4.51  -0.71  1.12
C  2.30  3.90  4.37
C  5.84  -1.05  1.25
C  -3.26  -3.43  -4.11
C  1.47  2.74  4.92
C  0.68  1.64  2.95
C  5.98  0.26  3.26
C  6.58  -0.56  2.32
C  -1.96  2.20  -1.75
C  -0.50  2.40  -1.98
C  3.90  0.12  2.06
C  -2.37  -3.08  -1.92
C  2.50  0.52  1.84
C  -2.56  -2.63  -3.22
C  -2.85  -4.32  -1.51
H  1.04  3.01  5.88
H  2.10  1.86  5.05
H  -0.78  3.89  4.82
H  -2.67  -4.66  -0.50
H  -2.72  2.45  5.35
H  6.56  0.64  4.09
H  -2.16  -1.68  -3.53
H  -1.42  3.17  3.34
H  -0.84  4.20  -3.11
H  0.73  3.42  -3.38
H  -4.30  -5.27  -4.40
H  -2.58  2.98  -2.18
H  2.72  3.62  3.40
H  4.18  1.25  3.86
H  3.10  4.15  5.04
H  -1.94  1.07  4.56
H  7.63  -0.81  2.41
H  -1.26  1.75  6.05
H  -2.14  2.12  -0.67
H  -3.40  -3.10  -5.13
H  6.31  -1.69  0.52
H  -2.24  1.23  -2.17
H  1.67  4.78  4.23
H  -3.92  -6.06  -2.10
H  3.93  -1.09  0.29
H  0.44  4.29  -1.89

Output
E_tot: -50183.0284 eV
Energy above the lowest of the compared OMol25 structures with the same formula, charge and spin: 0.00 kJ/mol
Net charge: +1
Gap between HOMO and LUMO (alpha / beta): 6.3 / 6.3 eV
LUMO level (alpha / beta): -5.19 / -5.19 eV

---

Entry from the OMol25 dataset: a molecular structure, C21H26N4PRhS in a non-equilibrium geometry (ωB97M-V/def2-TZVPD).

CARTESIAN COORDINATES (ANGSTROEM)
Rh  -0.97  0.47  0.09
S  -0.76  -1.02  1.79
P  1.14  0.95  -0.68
N  -2.75  -0.06  -1.66
N  1.40  -0.65  3.33
N  -2.42  1.07  -1.32
N  1.61  -2.30  1.70
C  0.90  -1.36  2.28
C  3.12  0.04  4.92
C  2.22  -0.36  -1.28
C  -1.56  -2.68  -3.95
C  -3.09  -0.35  -4.03
C  -4.24  2.54  -0.37
C  3.57  -3.72  1.58
C  3.43  -1.76  3.15
C  2.86  -2.55  2.16
C  0.87  2.04  -2.09
C  -2.60  2.56  1.96
C  -4.59  3.27  0.77
C  -2.90  -1.11  -5.17
C  -2.51  -0.78  -2.84
C  -3.78  3.30  1.90
C  -1.76  -1.96  -2.79
C  -2.25  1.85  0.84
C  -2.14  -2.26  -5.14
C  2.21  1.93  0.41
C  2.67  -0.81  3.77
C  -3.06  1.83  -0.29
H  0.40  1.49  -2.90
H  0.23  2.87  -1.80
H  -2.00  -2.85  -6.04
H  -1.33  -2.27  -1.84
H  4.20  0.10  4.95
H  2.70  1.04  4.87
H  -5.51  3.83  0.77
H  3.08  0.10  -1.77
H  -4.84  2.53  -1.26
H  2.47  1.36  1.30
H  2.78  -0.42  5.85
H  0.78  0.00  3.79
H  1.84  2.43  -2.42
H  -3.69  0.55  -4.03
H  -0.96  -3.58  -3.93
H  -2.01  2.55  2.87
H  -4.07  3.90  2.75
H  4.65  -3.60  1.61
H  1.70  2.84  0.70
H  3.22  -3.92  0.56
H  4.46  -1.91  3.46
H  3.31  -4.60  2.18
H  3.12  2.18  -0.14
H  -3.37  -0.79  -6.09
H  2.56  -0.99  -0.46
H  1.70  -0.99  -2.01

Output
E_tot: -51274.2536 eV
Energy above the lowest of the compared OMol25 structures with the same formula, charge and spin: 288.99 kJ/mol
Net charge: +2
Gap between HOMO and LUMO: 5.5 eV
LUMO level: -8.01 eV

---

Q: What is the formula in the second record?
A: C21H26N2O6S

---

Q: What is the formula in the second record?
A: C21H26N2O6S